*P*
18
Properties=species:S:1:pos:R:3:nbo_charge:R:1 method="wB97M-V/def2-TZVPD" smiles=Cc1ccc(C)n1N orbital_gap_ev=8.5 total_charge=0
C 2.114 0.621 -1.181 -0.649
C 0.685 0.484 -0.799 0.107
C -0.436 0.995 -1.426 -0.301
C -1.569 0.535 -0.721 -0.305
C -1.120 -0.249 0.327 0.110
C -1.918 -1.021 1.317 -0.642
N 0.251 -0.220 0.298 -0.165
N 1.085 -0.801 1.276 -0.641
H 2.640 -0.336 -1.104 0.212
H 2.207 0.961 -2.218 0.237
H 2.616 1.351 -0.538 0.210
H -0.435 1.613 -2.315 0.217
H -2.606 0.728 -0.964 0.217
H -2.708 -0.392 1.741 0.223
H -1.319 -1.404 2.147 0.217
H -2.393 -1.875 0.823 0.225
H 0.848 -0.438 2.197 0.357
H 2.060 -0.553 1.138 0.368

*Q*
18
Properties=species:S:1:pos:R:3:nbo_charge:R:1 method="wB97M-V/def2-TZVPD" orbital_gap_ev=9.2 total_charge=0
C 1.466 -1.577 0.689 -0.443
C 1.832 -0.291 0.256 -0.246
C 0.682 0.775 0.094 -0.108
C -0.046 1.256 1.444 -0.416
C -1.458 0.916 1.040 -0.215
C -0.575 -0.817 -2.221 -0.193
H 2.329 -2.427 0.269 0.236
H 0.178 -1.788 0.927 0.250
H 2.929 -0.066 0.003 0.223
H 1.014 1.428 -0.697 0.194
H 0.074 2.344 1.661 0.219
H 0.635 0.543 2.268 0.236
H -2.502 1.809 0.916 0.211
H -1.929 0.028 1.715 0.203
H -0.903 -1.510 -3.091 0.194
H 0.425 -0.418 -2.461 0.153
N -0.655 0.220 -0.136 -0.288
N -1.296 -0.437 -1.196 -0.212

*R*
18
Properties=species:S:1:pos:R:3:nbo_charge:R:1 method="wB97M-V/def2-TZVPD" smiles=CCCc1cnc[nH]1 orbital_gap_ev=9.3 total_charge=0
C 1.284 1.546 -1.290 -0.618
C 0.224 1.733 -0.235 -0.386
C 0.318 0.628 0.862 -0.419
C -0.373 -0.638 0.459 0.098
C -1.524 -0.826 -0.268 -0.122
N -1.931 -2.132 -0.211 -0.449
C -1.058 -2.746 0.533 0.150
N -0.103 -1.876 0.972 -0.521
H 0.904 0.890 -2.077 0.213
H 2.210 1.104 -0.912 0.201
H 1.608 2.455 -1.799 0.214
H -0.780 1.779 -0.620 0.208
H 0.371 2.643 0.355 0.200
H 1.375 0.491 1.060 0.206
H -0.213 0.967 1.752 0.219
H -1.941 -0.162 -1.012 0.204
H -1.098 -3.741 0.938 0.192
H 0.728 -2.116 1.493 0.411

*R* comes first in stability; the runner-up is 22.7 kcal/mol higher.

*P*
18
Properties=species:S:1:pos:R:3:nbo_charge:R:1 method="wB97M-V/def2-TZVPD" smiles="CN(C)C1=NCC=C1" orbital_gap_ev=9.1 total_charge=0
C 1.767 1.183 -0.212 -0.401
N 1.075 -0.084 -0.032 -0.434
C 1.880 -1.255 0.194 -0.415
C -0.276 -0.190 -0.099 0.408
N -1.010 -1.224 -0.240 -0.503
C -2.454 -0.808 -0.087 -0.289
C -2.411 0.702 0.175 -0.170
C -1.097 1.101 0.088 -0.294
H 2.658 0.864 -0.846 0.203
H 1.069 1.976 -0.570 0.218
H 2.147 1.565 0.763 0.186
H 2.533 -1.290 1.113 0.187
H 2.662 -1.280 -0.550 0.182
H 1.254 -2.178 0.142 0.247
H -2.972 -1.135 -0.996 0.221
H -2.804 -1.420 0.746 0.221
H -3.283 1.372 0.131 0.219
H -0.737 2.103 0.280 0.214

*Q*
18
Properties=species:S:1:pos:R:3:nbo_charge:R:1 method="wB97M-V/def2-TZVPD" orbital_gap_ev="8.3 / 7.5" total_charge=0
C -1.403 1.275 1.260 0.175
C -0.454 -1.462 0.255 -0.339
C -0.188 0.774 0.813 0.108
C -0.001 -0.290 -0.412 -0.130
C -0.921 0.122 -1.572 -0.617
C 1.495 -0.373 -0.778 -0.585
N -2.293 1.993 1.420 -0.290
N 0.857 0.804 1.720 -0.777
H 0.235 -1.863 0.994 0.172
H -1.497 -1.653 0.457 0.195
H -1.528 1.073 -1.291 0.230
H -1.660 -0.670 -1.690 0.223
H -0.424 0.439 -2.514 0.224
H 1.708 -1.300 -1.456 0.230
H 2.151 -0.409 0.026 0.180
H 1.673 0.501 -1.325 0.217
H 1.640 0.245 1.356 0.387
H 0.609 0.794 2.737 0.398

*P* comes first in stability; the runner-up is 53.9 kcal/mol higher.

*P*
18
Properties=species:S:1:pos:R:3:nbo_charge:R:1 method="wB97M-V/def2-TZVPD" orbital_gap_ev=9.8 total_charge=0
C -0.250 0.871 -0.133 0.107
C -1.669 0.435 -0.190 -0.420
C -0.923 0.037 1.020 -0.249
C 0.083 -1.125 0.819 -0.065
C 0.185 -1.434 -0.701 -0.409
C 0.852 -0.036 -0.628 -0.086
H 1.143 2.311 0.319 0.367
H 0.143 2.540 -1.008 0.350
H -1.911 -0.386 -0.848 0.212
H -2.491 1.134 0.072 0.245
H -0.959 0.418 2.038 0.241
H 0.182 -2.034 1.432 0.202
H -0.644 -1.483 -1.319 0.189
H 1.077 -2.162 -0.870 0.201
H 1.534 0.258 -1.357 0.202
H 2.126 -1.141 0.625 0.343
N 0.152 2.281 -0.012 -0.811
N 1.371 -0.484 0.740 -0.619

*Q*
18
Properties=species:S:1:pos:R:3:nbo_charge:R:1 method="wB97M-V/def2-TZVPD" orbital_gap_ev="7.1 / 7.4" total_charge=0
C -1.122 -0.393 0.933 -0.223
C 1.135 0.123 -1.449 -0.270
C -0.746 -1.721 0.339 -0.649
N -1.661 0.618 0.188 -0.442
C 1.197 0.479 -0.036 0.152
C -0.998 1.348 -0.719 0.102
C 2.075 0.661 0.945 -0.418
N 0.363 1.283 -0.881 -0.438
H -2.531 1.035 0.513 0.391
H -1.585 -0.468 1.913 0.178
H 1.931 0.415 -2.124 0.203
H 0.563 -0.748 -1.745 0.202
H -1.520 2.162 -1.196 0.187
H 0.297 -1.971 0.534 0.209
H -1.325 -2.522 0.816 0.206
H -0.972 -1.787 -0.729 0.201
H 1.895 1.374 1.737 0.206
H 3.005 0.113 0.961 0.205

*P* comes first in stability; the runner-up is 46.0 kcal/mol higher.

*P*
18
Properties=species:S:1:pos:R:3:nbo_charge:R:1 method="wB97M-V/def2-TZVPD" smiles=N#CN1CCCCC1 orbital_gap_ev=10.0 total_charge=0
N -2.762 0.878 -1.835 -0.395
C -2.059 0.297 -1.106 0.416
N -1.304 -0.471 -0.325 -0.480
C -0.992 -0.181 1.062 -0.214
C 0.162 0.807 1.230 -0.423
C 1.441 0.381 0.462 -0.413
C 1.180 -0.105 -0.993 -0.436
C -0.070 -0.990 -1.058 -0.187
H -1.838 0.205 1.667 0.223
H -0.701 -1.127 1.563 0.196
H -0.271 1.856 1.147 0.214
H 0.494 0.884 2.289 0.217
H 1.864 -0.409 1.096 0.205
H 2.180 1.215 0.572 0.225
H 1.036 0.714 -1.722 0.216
H 1.912 -0.789 -1.471 0.224
H -0.466 -1.151 -2.038 0.222
H 0.193 -2.015 -0.540 0.190

*Q*
18
Properties=species:S:1:pos:R:3:nbo_charge:R:1 method="wB97M-V/def2-TZVPD" orbital_gap_ev=7.9 total_charge=0
H -0.720 2.163 1.533 0.339
N -0.147 2.350 0.702 -0.611
C -0.411 1.470 -0.201 0.258
C 0.505 1.287 -1.417 -0.235
C 0.072 0.861 -2.621 -0.359
C -0.637 0.020 -0.118 -0.417
C 0.003 -0.757 0.809 0.216
C -0.517 -2.134 1.122 -0.641
N 1.074 -0.319 1.551 -0.828
H 1.342 1.980 -1.394 0.202
H 0.515 1.248 -3.531 0.204
H -0.668 0.076 -2.720 0.194
H -1.541 -0.351 -0.592 0.224
H -0.756 -2.232 2.188 0.224
H -1.434 -2.364 0.574 0.226
H 0.230 -2.891 0.860 0.208
H 1.396 0.631 1.352 0.406
H 1.693 -1.040 1.902 0.390

*R*
18
Properties=species:S:1:pos:R:3:nbo_charge:R:1 method="wB97M-V/def2-TZVPD" orbital_gap_ev=10.2 total_charge=0
C -0.712 -0.282 0.082 0.122
C -0.126 0.569 1.275 -0.419
C 0.624 1.215 0.108 -0.225
C -0.568 0.869 -0.858 -0.413
C 1.546 0.014 -0.448 -0.088
C 0.593 -1.047 -0.395 -0.100
H -2.760 -0.248 0.063 0.360
H -2.095 -1.739 -0.533 0.370
H -0.861 1.213 1.676 0.216
H 0.303 -0.183 2.100 0.211
H 1.193 2.123 0.073 0.220
H -1.342 1.599 -0.662 0.196
H -0.286 0.675 -1.944 0.212
H 2.322 0.028 -1.212 0.215
H 1.859 -1.043 1.377 0.364
H 0.459 -1.634 -1.237 0.195
N -1.998 -1.017 0.150 -0.841
N 1.846 -1.112 0.387 -0.595

*S*
18
Properties=species:S:1:pos:R:3:nbo_charge:R:1 method="wB97M-V/def2-TZVPD" smiles=C1CN2C[C@H]3N[C@H]3[C@H]12 orbital_gap_ev=8.8 total_charge=0
C -0.724 -1.385 1.333 -0.403
C 0.006 -2.138 0.149 -0.173
N 0.140 -0.773 -0.489 -0.474
C 0.923 0.222 -1.361 -0.213
C 0.754 1.561 -0.555 -0.102
N -0.613 2.038 -0.612 -0.599
C -0.120 1.276 0.620 -0.111
C -0.754 -0.112 0.431 -0.052
H -0.154 -1.058 2.202 0.208
H -1.640 -1.802 1.617 0.205
H 0.890 -2.748 0.351 0.185
H -0.656 -2.802 -0.418 0.172
H 0.486 0.469 -2.378 0.199
H 2.023 -0.032 -1.359 0.198
H 1.665 2.193 -0.550 0.207
H -0.604 3.003 -0.464 0.349
H 0.079 1.862 1.544 0.214
H -1.700 0.227 -0.061 0.188

*P* comes first in stability; the runner-up is 50.4 kcal/mol higher.

*P*
13
Properties=species:S:1:pos:R:3:nbo_charge:R:1 method="wB97M-V/def2-TZVPD" smiles="CC(=S)N1CC1" orbital_gap_ev=8.5 total_charge=0
C -0.972 1.263 -0.020 -0.726
C -1.166 -0.222 -0.106 0.111
S -2.644 -0.941 -0.025 0.008
N -0.084 -1.123 -0.166 -0.453
C 1.087 -0.735 0.741 -0.252
C 1.222 -0.647 -0.730 -0.248
H -1.157 1.653 1.024 0.255
H -1.762 1.635 -0.671 0.261
H 0.083 1.514 -0.351 0.207
H 1.480 -1.520 1.400 0.224
H 1.022 0.230 1.275 0.197
H 1.670 -1.449 -1.205 0.218
H 1.220 0.339 -1.166 0.198

*Q*
13
Properties=species:S:1:pos:R:3:nbo_charge:R:1 method="wB97M-V/def2-TZVPD" orbital_gap_ev=7.6 total_charge=0
C 0.097 1.381 -0.207 -0.518
C 2.417 -1.716 -0.113 -0.089
C 0.088 -0.896 0.132 0.026
C -2.297 0.087 0.019 -0.763
N 1.220 -1.423 0.023 -0.328
S -1.452 -1.528 -0.043 0.339
H 0.267 1.956 0.832 0.134
H 1.208 1.204 -0.594 0.126
H 3.075 -1.572 -0.928 0.188
H 2.848 -2.138 0.680 0.170
H -2.989 0.120 -0.822 0.213
H -1.558 0.945 -0.034 0.293
H -3.047 0.001 0.759 0.210

*P* comes first in stability; the runner-up is 117.0 kcal/mol higher.

*P*
13
Properties=species:S:1:pos:R:3:nbo_charge:R:1 method="wB97M-V/def2-TZVPD" orbital_gap_ev=9.5 total_charge=0
C 1.648 -0.041 -0.324 0.100
C 1.083 1.195 0.383 -0.507
C 0.031 1.090 -0.838 -0.213
C -1.722 -1.070 -0.212 -0.707
N 0.824 -0.197 -1.292 -0.389
S -1.648 0.750 -0.307 0.169
H 2.609 -0.622 0.059 0.195
H 0.462 0.917 1.291 0.228
H 1.616 2.146 0.629 0.231
H -0.042 1.823 -1.643 0.227
H -2.696 -1.118 0.065 0.219
H -0.903 -1.440 0.396 0.219
H -1.551 -1.473 -1.215 0.228

*Q*
13
Properties=species:S:1:pos:R:3:nbo_charge:R:1 method="wB97M-V/def2-TZVPD" orbital_gap_ev=9.5 total_charge=0
C -0.368 -1.532 1.446 -0.051
N -0.613 -0.910 0.374 -0.395
C -0.988 0.478 0.269 -0.285
C 0.270 1.230 -0.173 -0.219
C 1.026 0.984 -1.208 -0.365
S 1.200 -0.173 -2.469 0.012
H -0.504 -1.233 2.469 0.137
H 0.024 -2.542 1.425 0.162
H -1.417 0.835 1.229 0.180
H -1.694 0.399 -0.513 0.218
H 0.566 2.089 0.425 0.213
H 1.802 1.781 -1.349 0.222
H 0.696 -1.406 -1.926 0.172

*Q* comes first in stability; the runner-up is 5.9 kcal/mol higher.